{
  "formula": "C23H23Br2F3N2O11S",
  "method": "wB97M-V/def2-TZVPD",
  "homo_energy_ev": -9.7,
  "mol_weight_da": 752.31,
  "e_lumo_ev": -1.32,
  "smiles": "C#CN1C(=O)c2c(S(=O)(=O)C(F)(F)F)cc(/C(Br)=C(/C)Br)c(CCC(N)=O)c2C1=O.COC(=O)OC.COC(=O)OC",
  "fmax_ev_per_a": 2.11,
  "homo_lumo_gap_ev": 8.337,
  "relative_energy_kcal_mol": 0.0,
  "symbols": ["Br", "Br", "S", "F", "F", "F", "O", "O", "O", "O", "O", "O", "O", "O", "O", "O", "O", "N", "N", "C", "C", "C", "C", "C", "C", "C", "C", "C", "C", "C", "C", "C", "C", "C", "C", "C", "C", "C", "C", "C", "C", "C", "H", "H", "H", "H", "H", "H", "H", "H", "H", "H", "H", "H", "H", "H", "H", "H", "H", "H", "H", "H", "H", "H", "H"],
  "positions_angstrom": [[0.624567, 2.987121, 0.841779], [-1.616090, 4.546159, -3.002064], [3.125086, 0.252867, -3.422270], [3.628337, 1.440202, -1.057098], [4.905213, 2.073128, -2.656921], [5.240793, 0.138880, -1.829009], [-4.573954, -4.254451, 2.518105], [4.987716, 1.457755, 2.325923], [-2.465363, -4.482824, 3.305329], [-2.486955, -2.177435, -1.933420], [3.290814, 1.054776, -4.611435], [-5.025938, -0.116802, -0.419567], [-2.773143, -3.367423, 1.481065], [1.245448, -2.678306, -3.671976], [4.685357, 1.431610, 4.464377], [5.922873, -0.212251, 3.528165], [3.500193, -1.131245, -3.522593], [-6.327310, 0.570391, -2.144877], [-0.179525, -2.597838, -1.828602], [-5.040168, 0.406323, -1.492596], [-2.992706, -5.239174, 4.393077], [-2.631822, 1.264085, -1.149519], [-0.299807, 2.050443, -1.934131], [-3.391763, -4.052918, 2.439054], [-0.331074, 4.039988, -0.491312], [-0.627936, 5.498539, -0.102190], [4.285405, 1.006021, -2.139407], [-1.226212, 0.974405, -1.689906], [-3.736196, 0.876782, -2.188066], [1.479515, 0.538755, -2.770334], [-3.645059, -2.837516, 0.469555], [0.768094, -3.180883, 0.484462], [1.015773, 1.850931, -2.438077], [0.690372, -2.049615, -2.845833], [5.265851, 0.790234, 3.447134], [-0.682340, 3.493731, -1.669724], [0.579776, -0.532491, -2.570829], [5.549104, 0.880821, 1.145716], [-1.373006, -1.769846, -1.910353], [0.356561, -2.769079, -0.566175], [4.901202, 0.823057, 5.737197], [-0.754871, -0.343210, -2.014384], [-3.680866, -4.635685, 4.984231], [-3.012705, -2.303597, -0.259061], [-6.367523, -0.058788, -2.944894], [5.261325, 1.503333, 0.312882], [-2.759410, 0.781614, -0.165693], [-2.154136, -5.529926, 5.021865], [-1.658465, 5.779536, -0.370909], [-2.685182, 2.362694, -1.024434], [-3.354644, 0.077930, -2.850789], [6.637075, 0.863547, 1.205578], [-3.994620, 1.750418, -2.817412], [1.693307, 2.699062, -2.600322], [-0.491932, 5.612636, 0.985731], [4.385194, 1.429881, 6.477389], [1.189272, -3.594449, 1.388395], [0.099780, 6.174847, -0.590081], [-3.488195, -6.139767, 4.031803], [-6.415926, 1.530116, -2.472679], [5.158458, -0.123410, 0.984334], [-4.165265, -3.643490, -0.049230], [5.963190, 0.803132, 5.979178], [4.485460, -0.183710, 5.758083], [-4.354469, -2.143773, 0.903282]],
  "atomic_forces_ev_per_a": [[-0.5, 0.6, -0.8], [0.5, -0.8, 0.6], [0.7, -0.3, -2.0], [-0.1, -0.6, -0.2], [-0.4, -0.2, -0.2], [-0.6, -0.1, 0.2], [0.0, -0.1, 0.1], [0.0, 0.0, 0.0], [0.0, 0.0, 0.0], [0.4, 0.5, -0.8], [-0.4, 0.1, 1.1], [0.4, -0.1, 0.3], [0.0, -0.1, 0.0], [0.0, 0.0, -0.2], [0.0, 0.0, -0.1], [0.0, 0.0, 0.0], [-0.7, 0.7, 0.9], [0.8, 0.2, -0.1], [-0.6, -1.2, 0.3], [-0.2, -0.2, -0.2], [0.0, -0.2, 0.3], [0.5, 0.4, -0.8], [0.2, -0.2, -0.9], [0.2, 0.1, -0.1], [-0.5, 1.0, -0.4], [0.5, -0.6, 0.4], [0.6, 0.9, -0.2], [0.8, -0.6, -0.7], [-0.3, 0.3, 0.5], [-1.5, -0.1, 0.7], [0.3, 0.3, -0.3], [0.3, 0.1, 0.2], [-0.4, -1.2, -0.2], [0.6, 1.4, 1.0], [-0.1, 0.1, 0.0], [0.7, -0.7, 1.3], [-1.0, 0.4, 0.1], [0.3, -0.1, -0.1], [1.3, 1.6, 0.4], [-0.4, -0.9, -0.7], [0.0, -0.1, 0.3], [1.0, 1.0, -0.7], [-0.1, -0.1, -0.1], [-0.7, -0.6, 1.3], [-0.1, 0.2, 0.0], [0.0, 0.2, 0.3], [-0.2, 0.0, -0.5], [0.1, 0.1, -0.2], [0.5, -0.1, 0.0], [-0.1, -0.6, 0.3], [-0.5, 0.2, 0.3], [0.0, -0.2, 0.1], [0.3, -0.4, 0.2], [-0.5, -0.3, 0.2], [-0.2, 0.0, -0.5], [-0.1, 0.1, -0.2], [-0.3, 0.4, -0.4], [-0.4, -0.3, 0.1], [-0.1, 0.1, 0.0], [0.0, -0.2, -0.3], [0.1, 0.0, 0.1], [0.0, 0.0, 0.1], [0.0, -0.1, -0.1], [0.1, 0.0, -0.1], [-0.2, 0.0, 0.1]],
  "nbo_charge": [0.079, 0.086, 2.067, -0.312, -0.303, -0.291, -0.641, -0.496, -0.500, -0.471, -0.887, -0.517, -0.499, -0.410, -0.495, -0.638, -0.864, -0.884, -0.571, 0.707, -0.255, -0.449, 0.026, 0.979, -0.038, -0.672, 0.743, 0.069, -0.513, -0.328, -0.260, -0.219, -0.135, 0.701, 0.978, -0.182, -0.065, -0.254, 0.733, 0.106, -0.256, -0.143, 0.191, 0.203, 0.382, 0.190, 0.268, 0.192, 0.240, 0.231, 0.248, 0.193, 0.224, 0.249, 0.239, 0.195, 0.254, 0.241, 0.192, 0.369, 0.193, 0.188, 0.193, 0.193, 0.203]
}